1.
One molecule with the formula C4H7NO2, computed with ωB97M-V with the def2-TZVPD basis set.

Its charge is 0. Its total energy is -9844.5499 eV. For the LUMO energy, the calculation gives 0.91 eV. The structure (SMILES) is C/N=C1/COCO1.

Each line ends with the Löwdin charge.
Atoms and positions in Å:
C1 2.520 -0.098 -0.790  -0.12
N1 1.255 0.068 -0.182  0.06
C2 0.040 -0.133 -0.129  -0.35
C3 -0.892 1.025 0.053  -0.12
O1 -2.133 0.537 -0.402  -0.07
C4 -2.087 -0.813 -0.042  -0.21
O2 -0.760 -1.265 -0.259  0.04
H1 2.368 0.255 -1.817  0.09
H2 3.212 0.638 -0.359  0.07
H3 2.994 -1.091 -0.826  0.07
H4 -0.537 1.842 -0.576  0.14
H5 -0.894 1.333 1.107  0.14
H6 -2.776 -1.354 -0.686  0.14
H7 -2.350 -0.931 1.022  0.14


2.
C17H24NOPReSSe3Te as an isolated structure at a distorted geometry, computed with ωB97M-V with the def2-TZVPD basis set.

Its spin multiplicity is 2. Its charge is 0. Its total energy is -247140.5833 eV. For the LUMO energy (spin up / spin down), the calculation gives -2.10 / -2.07 eV.

Each line ends with the Mulliken spin population.
Atoms and positions in Å:
Re1 0.997 -0.341 -1.106  0.97
Se1 2.119 -1.202 -3.180  -0.01
Se2 0.531 -2.069 -4.566  0.03
Te1 3.737 0.333 -4.230  0.06
Se3 0.686 1.591 -2.428  -0.02
O1 2.394 -1.082 0.162  0.01
N1 2.339 -2.362 0.594  0.02
C1 3.345 -2.739 1.426  0.00
C2 3.378 -3.997 1.933  0.00
C3 2.351 -4.894 1.572  0.00
C4 1.360 -4.492 0.729  0.00
C5 1.335 -3.177 0.201  0.00
S1 0.168 -2.621 -0.893  -0.02
H1 4.072 -1.965 1.618  0.00
H2 4.185 -4.283 2.590  0.00
H3 2.350 -5.903 1.960  0.00
H4 0.564 -5.159 0.429  0.00
C6 -1.697 5.110 -2.502  0.00
C7 -0.590 4.127 -2.880  0.00
C8 0.734 4.860 -3.060  0.00
C9 -0.497 3.037 -1.817  0.00
H5 -1.795 5.897 -3.252  0.00
H6 -1.473 5.591 -1.546  0.00
H7 -2.664 4.613 -2.409  0.00
H8 -0.857 3.650 -3.829  0.00
H9 1.003 5.385 -2.139  0.00
H10 0.663 5.602 -3.857  0.00
H11 1.550 4.181 -3.311  0.00
H12 -1.479 2.610 -1.625  0.00
H13 -0.092 3.448 -0.892  0.00
C10 -1.369 1.743 1.043  0.00
P1 -0.276 0.292 0.875  -0.02
C11 0.852 0.572 2.277  0.00
C12 -1.403 -1.010 1.486  -0.02
C13 -2.587 -1.247 0.787  0.01
C14 -3.445 -2.261 1.173  0.00
C15 -3.123 -3.071 2.256  0.00
C16 -1.942 -2.856 2.947  0.00
C17 -1.086 -1.829 2.563  0.00
H14 -2.192 1.692 0.332  0.00
H15 -0.816 2.663 0.873  0.00
H16 -1.779 1.743 2.053  0.00
H17 0.295 0.712 3.203  0.00
H18 1.427 1.475 2.067  0.00
H19 1.557 -0.249 2.377  0.00
H20 -2.832 -0.647 -0.084  0.00
H21 -4.360 -2.431 0.622  0.00
H22 -3.787 -3.870 2.554  0.00
H23 -1.683 -3.488 3.787  0.00
H24 -0.166 -1.684 3.113  0.00


3.
A 12-piece molecular cluster, C16H56N12O12 overall at a distorted geometry, computed with ωB97M-V with the def2-TZVPD basis set.

Its charge is 0. Its total energy is -59946.8385 eV. For the LUMO energy, the calculation gives -0.55 eV. The structure (SMILES) is NC(N)=O.NC(N)=O.NC(N)=O.NC(N)=O.NC(N)=O.NC(N)=O.CCO.CCO.CCO.CCO.CO.CO.

Each line ends with the Löwdin charge.
Atoms and positions in Å:
N1 -5.081 -22.501 -8.890  0.17
C1 -5.408 -23.630 -9.499  -0.47
N2 -6.175 -23.447 -10.538  0.15
O1 -4.858 -24.852 -9.000  -0.11
H1 -4.578 -22.532 -8.025  0.08
H2 -5.392 -21.545 -9.130  0.09
H3 -6.387 -24.314 -11.021  0.05
H4 -6.859 -22.711 -10.731  0.06
N3 -8.144 -21.552 -11.008  0.13
C2 -7.766 -20.271 -10.907  -0.52
N4 -7.581 -19.903 -9.670  0.09
O2 -7.417 -19.434 -12.049  -0.13
H5 -8.346 -21.847 -11.952  0.12
H6 -8.661 -21.984 -10.249  0.13
H7 -7.574 -18.768 -9.510  0.23
H8 -8.050 -20.449 -8.871  0.18
N5 -6.621 -25.934 -5.622  0.15
C3 -7.037 -24.665 -5.686  -0.59
N6 -6.050 -23.796 -5.772  0.15
O3 -8.399 -24.365 -5.721  -0.14
H9 -7.405 -26.608 -5.666  0.15
H10 -5.644 -26.130 -5.337  0.13
H11 -6.392 -22.863 -5.892  0.11
H12 -5.032 -24.015 -5.801  0.08
N7 -4.337 -24.132 -3.230  0.17
C4 -3.275 -24.527 -3.841  -0.69
N8 -3.183 -24.247 -5.066  0.16
O4 -2.356 -25.226 -3.118  -0.10
H13 -4.404 -24.404 -2.222  0.15
H14 -5.217 -23.985 -3.720  0.08
H15 -2.382 -24.663 -5.494  0.12
H16 -3.356 -23.338 -5.423  0.02
N9 -3.492 -18.454 -8.218  0.12
C5 -4.731 -18.884 -8.316  -0.60
N10 -4.957 -19.631 -9.354  0.14
O5 -5.728 -18.418 -7.403  -0.18
H17 -3.176 -17.989 -7.285  0.16
H18 -2.634 -18.913 -8.586  0.13
H19 -5.965 -19.774 -9.565  0.03
H20 -4.228 -19.901 -10.022  0.14
N11 -5.841 -28.194 -10.440  0.17
C6 -4.707 -28.231 -11.008  -0.70
N12 -3.996 -27.149 -10.819  0.16
O6 -4.116 -29.351 -11.434  -0.09
H21 -6.538 -28.924 -10.620  0.14
H22 -6.240 -27.360 -9.994  0.07
H23 -3.092 -27.156 -11.264  0.13
H24 -4.288 -26.235 -10.440  0.09
C7 -8.312 -24.602 -12.788  -0.06
C8 -7.566 -25.930 -12.618  -0.28
O7 -6.457 -25.699 -11.828  -0.11
H25 -7.651 -23.739 -12.982  0.06
H26 -8.849 -24.282 -11.866  0.06
H27 -9.153 -24.680 -13.515  0.10
H28 -7.256 -26.387 -13.540  0.12
H29 -8.143 -26.685 -12.096  0.10
H30 -5.953 -26.510 -11.696  0.06
C9 -4.051 -21.362 -14.425  -0.08
C10 -5.090 -21.624 -13.384  -0.35
O8 -4.654 -21.809 -12.074  -0.11
H31 -3.300 -22.152 -14.614  0.08
H32 -3.519 -20.433 -14.246  0.07
H33 -4.545 -21.311 -15.403  0.08
H34 -5.717 -22.526 -13.592  0.11
H35 -5.776 -20.772 -13.286  0.09
H36 -5.263 -22.391 -11.549  0.02
C11 -9.088 -26.937 -9.530  -0.07
C12 -8.107 -25.928 -8.984  -0.34
O9 -7.019 -26.629 -8.548  -0.10
H37 -8.640 -27.787 -9.951  0.04
H38 -9.532 -26.397 -10.400  0.07
H39 -9.912 -27.309 -8.917  0.08
H40 -8.621 -25.414 -8.130  0.12
H41 -7.901 -25.151 -9.778  0.09
H42 -6.681 -26.120 -7.790  0.06
C13 -1.558 -21.647 -5.448  -0.07
C14 -2.671 -21.043 -6.250  -0.27
O10 -3.850 -21.889 -6.060  -0.14
H43 -0.737 -20.976 -5.563  0.07
H44 -1.169 -22.560 -5.913  0.08
H45 -1.811 -21.650 -4.358  0.11
H46 -2.358 -21.050 -7.273  0.08
H47 -2.928 -19.957 -6.159  0.12
H48 -4.377 -21.267 -5.513  0.13
C15 -1.975 -23.529 -8.632  -0.17
O11 -2.484 -22.524 -9.459  -0.11
H49 -2.110 -24.514 -8.905  0.03
H50 -2.591 -23.521 -7.799  0.02
H51 -0.902 -23.410 -8.196  0.13
H52 -3.454 -22.611 -9.443  0.01
C16 -3.369 -26.887 -7.678  -0.18
O12 -2.902 -27.962 -6.905  -0.07
H53 -3.586 -26.040 -7.014  0.05
H54 -4.288 -27.118 -8.195  0.05
H55 -2.653 -26.572 -8.369  0.05
H56 -2.971 -28.720 -7.446  0.06


4.
C3H5O4Zn as an isolated structure at a distorted geometry, computed with ωB97M-V with the def2-TZVPD basis set.

Its charge is +1. Its total energy is -59791.7583 eV. For the LUMO energy, the calculation gives -6.20 eV.

Each line ends with the Löwdin charge.
Atoms and positions in Å:
O1 -1.822 0.504 -0.121  0.12
C1 -0.767 1.228 -0.406  -0.55
C2 -1.524 -0.904 -0.042  -0.04
O2 -0.634 2.411 -0.315  0.21
O3 0.317 0.406 -0.543  -0.11
C3 -0.092 -1.008 -0.565  -0.03
H1 -2.247 -1.441 -0.661  0.15
H2 -1.582 -1.182 1.039  0.16
H3 0.017 -1.332 -1.604  0.15
H4 0.554 -1.619 0.070  0.15
O4 2.457 0.826 1.453  -0.33
H5 3.282 0.997 1.902  0.00
Zn1 2.042 1.115 -0.206  1.12


5.
C46H32N5O2Rh as an isolated structure, computed with ωB97M-V with the def2-TZVPD basis set.

Its charge is 0. Its total energy is -62776.3976 eV. For the LUMO energy, the calculation gives -1.16 eV.

Each line ends with the Löwdin charge.
Atoms and positions in Å:
Rh1 0.041 -0.080 0.088  1.28
C1 -4.508 3.181 5.359  -0.09
C2 -3.332 3.828 5.006  -0.08
C3 -2.481 3.262 4.068  -0.03
C4 -2.796 2.042 3.477  -0.23
C5 -3.974 1.397 3.838  -0.03
C6 -4.827 1.964 4.775  -0.08
C7 -1.890 1.446 2.450  -0.07
C8 -2.133 1.757 1.119  -0.23
C9 -3.181 2.626 0.669  0.01
C10 -2.998 2.814 -0.661  0.00
C11 -1.874 2.013 -1.055  -0.24
N1 -1.348 1.401 0.049  -0.01
C12 -1.378 1.882 -2.357  -0.07
C13 -0.521 0.849 -2.741  -0.23
C14 -0.203 0.524 -4.113  0.00
C15 0.600 -0.561 -4.092  0.02
C16 0.826 -0.891 -2.706  -0.21
C17 1.793 -1.785 -2.260  -0.06
C18 2.485 -2.613 -3.289  -0.22
C19 3.782 -2.309 -3.691  -0.04
C20 4.413 -3.075 -4.660  -0.08
C21 3.754 -4.154 -5.232  -0.09
C22 2.462 -4.464 -4.833  -0.07
C23 1.829 -3.695 -3.867  -0.02
C24 2.227 -1.883 -0.939  -0.21
N2 1.756 -1.161 0.114  0.00
C25 2.445 -1.560 1.219  -0.21
C26 2.193 -1.159 2.528  -0.06
C27 3.174 -1.551 3.581  -0.22
C28 3.170 -2.834 4.121  -0.03
C29 4.106 -3.195 5.079  -0.08
C30 5.055 -2.276 5.506  -0.09
C31 5.059 -0.994 4.976  -0.08
C32 4.123 -0.632 4.019  -0.03
C33 1.087 -0.414 2.925  -0.21
C34 0.772 -0.087 4.291  0.02
C35 -0.400 0.586 4.278  0.01
C36 -0.799 0.706 2.900  -0.21
N3 0.108 0.072 2.105  0.00
C37 3.445 -2.522 0.834  0.02
C38 3.292 -2.742 -0.491  0.02
N4 0.091 -0.050 -1.920  0.00
C39 -1.717 2.901 -3.387  -0.19
C40 -0.674 3.611 -3.983  -0.03
C41 -0.930 4.616 -4.903  -0.07
C42 -2.236 4.932 -5.247  -0.09
C43 -3.281 4.217 -4.681  -0.08
C44 -3.024 3.210 -3.763  -0.05
H1 -5.174 3.624 6.088  0.10
H2 -3.078 4.777 5.460  0.10
H3 -1.565 3.766 3.786  0.12
H4 -4.218 0.445 3.382  0.12
H5 -5.741 1.453 5.048  0.10
H6 -3.941 3.061 1.297  0.12
H7 -3.605 3.421 -1.309  0.10
H8 -0.590 1.045 -4.972  0.12
H9 1.020 -1.093 -4.929  0.12
H10 4.293 -1.465 -3.242  0.12
H11 5.420 -2.827 -4.971  0.10
H12 4.248 -4.753 -5.986  0.10
H13 1.945 -5.308 -5.271  0.10
H14 0.823 -3.937 -3.545  0.13
H15 2.425 -3.546 3.788  0.13
H16 4.094 -4.195 5.493  0.10
H17 5.789 -2.559 6.249  0.10
H18 5.796 -0.273 5.306  0.10
H19 4.124 0.368 3.603  0.12
H20 1.371 -0.363 5.143  0.12
H21 -0.953 0.978 5.115  0.12
H22 4.137 -2.996 1.510  0.11
H23 3.831 -3.435 -1.116  0.12
H24 0.347 3.386 -3.702  0.12
H25 -0.103 5.156 -5.347  0.10
H26 -2.438 5.722 -5.958  0.10
H27 -4.304 4.436 -4.960  0.10
H28 -3.848 2.624 -3.376  0.11
N5 -3.034 -0.656 -1.231  0.03
C45 -2.970 -2.042 -0.838  -0.18
C46 -1.659 -2.613 -0.294  -0.59
O1 -1.595 -3.828 -0.240  0.05
O2 -0.652 -1.922 0.187  -0.13
H29 -3.720 -0.114 -0.730  0.07
H30 -3.141 -0.523 -2.223  0.08
H31 -3.223 -2.707 -1.665  0.12
H32 -3.697 -2.257 -0.051  0.12


6.
C4H11N3O as an isolated structure at a distorted geometry, computed with ωB97M-V with the def2-TZVPD basis set.

Its charge is 0. Its total energy is -10841.8703 eV. For the LUMO energy, the calculation gives 0.80 eV.

Each line ends with the Löwdin charge.
Atoms and positions in Å:
C1 0.507 1.426 0.991  -0.30
C2 1.292 0.737 -1.258  -0.07
N1 0.667 0.294 -0.009  -0.11
O1 -0.545 2.215 0.638  -0.12
H1 -1.380 1.477 0.649  0.07
H2 1.195 -0.478 0.403  0.11
H3 1.442 2.004 1.016  0.12
H4 0.365 0.920 1.958  0.12
H5 1.285 -0.079 -1.980  0.09
H6 2.327 1.046 -1.090  0.09
H7 0.721 1.583 -1.636  0.09
C3 -1.024 -0.451 -0.290  -0.34
C4 -0.756 -1.919 -0.224  -0.20
N2 -1.920 0.083 0.552  0.00
N3 0.163 -2.401 0.502  0.10
H8 -1.954 -0.420 1.436  0.05
H9 0.230 -3.416 0.457  0.06
H10 -1.142 -0.100 -1.318  0.12
H11 -1.473 -2.520 -0.796  0.12